Below is C4H10N2 as an isolated structure in a non-equilibrium geometry, with properties calculated with ωB97M-V/def2-TZVPD.

Molar mass ... 86.1 g mol⁻¹
E ... -267.747547 Ha
ΔE to the lowest compared entry with this formula, charge and spin ... 4.838 eV
Strongest force on any atom ... 0.06200 hartree/bohr

Each line ends with the Mulliken charge.
Geometry (Å):
C (1.6388, -1.1309, -0.4598)  -0.99
C (1.1228, 0.1209, 0.2025)  0.46
N (1.9649, 0.8940, 0.7810)  -0.71
H (1.5036, 1.6978, 1.2209)  0.24
H (-0.1772, 1.3788, -1.1053)  0.39
H (2.1226, -1.8180, 0.2419)  0.26
H (2.3610, -0.9137, -1.2556)  0.30
H (0.8302, -1.6795, -0.9547)  0.25
N (-1.1947, 1.2700, -0.8707)  -0.70
C (-0.7794, 0.2278, 0.5807)  -0.17
C (-1.5316, -0.8846, 0.7059)  -0.81
H (-1.8250, 1.9955, -0.5101)  0.35
H (-1.6242, 0.5962, -1.5031)  0.38
H (-0.7371, 0.9382, 1.3962)  0.29
H (-1.6651, -1.5755, -0.1188)  0.21
H (-2.0094, -1.1171, 1.6489)  0.24